Entry 1:
This record from the OMol25 dataset describes C5H6O2 in the gas phase in a non-equilibrium geometry. The level of theory is ωB97M-V/def2-TZVPD.

Properties
**HOMO-LUMO gap**: 10.625 eV
**Energy**: -9374.183 eV
**Relative energy (zero: lowest compared OMol25 entry of this formula, charge and spin)**: 281.0 kJ/mol
**E_LUMO**: 0.035 Eh
**SMILES**: O=C1CO[C@H]2C[C@@H]12

Last column: Löwdin charge in e.
Element x y z (Å)
O -0.845 -1.343 -1.915  0.101
C -0.528 -0.683 -0.957  -0.357
C -1.309 -0.626 0.352  -0.100
O -0.657 0.323 1.199  -0.148
C 0.364 1.081 0.400  -0.224
C 1.465 0.111 0.440  -0.013
C 0.601 0.272 -0.833  -0.112
H -1.401 -1.642 0.774  0.144
H -2.314 -0.245 0.169  0.134
H 0.316 2.157 0.525  0.151
H 0.786 -0.407 1.242  0.152
H 2.546 0.298 0.368  0.116
H 0.976 0.704 -1.763  0.156


Entry 2:
This record from the OMol25 dataset describes a molecular structure, C42H61N4O2PSr. The level of theory is ωB97M-V/def2-TZVPD.

Properties
**HOMO-LUMO gap**: 7.387 eV
**Energy**: -64715.311 eV
**Relative energy (zero: lowest compared OMol25 entry of this formula, charge and spin)**: 0.9 kJ/mol
**E_LUMO**: -0.203 Eh
**Total charge**: +2

Last column: Löwdin charge in e.
Element x y z (Å)
Sr 0.628 1.050 1.195  1.417
C 0.826 -3.451 6.840  -0.034
C 1.149 -2.706 5.575  -0.247
C 1.484 -3.337 4.410  0.017
C 1.853 -2.601 3.256  -0.131
C 2.395 -3.182 2.095  0.004
N 2.109 -4.348 1.574  0.083
C 0.920 -5.175 1.832  -0.133
C -0.388 -4.375 1.879  -0.124
C -0.514 -3.310 0.771  -0.130
N -1.791 -3.423 0.066  0.085
C -2.896 -2.711 0.066  0.014
C -3.333 -1.472 0.584  -0.105
C -4.753 -1.334 0.502  0.018
C -5.431 -0.242 0.955  -0.252
C -6.928 -0.124 0.901  -0.031
C -4.644 0.798 1.475  0.044
C -3.265 0.779 1.530  -0.107
C -2.659 2.017 2.026  -0.093
N -1.434 2.363 2.021  -0.073
C -1.140 3.687 2.584  -0.217
C -0.534 3.626 3.986  -0.162
C 0.919 3.168 4.078  -0.214
N 1.091 1.772 3.677  -0.053
C 1.302 0.933 4.609  -0.086
C 1.433 -0.522 4.459  -0.101
C 1.145 -1.292 5.563  0.049
C 1.820 -1.169 3.235  -0.330
O 2.084 -0.551 2.153  -0.237
C -2.531 -0.382 1.086  -0.308
O -1.262 -0.419 1.098  -0.229
H 0.849 -4.527 6.680  0.082
H -0.164 -3.185 7.211  0.089
H 1.544 -3.215 7.627  0.093
H 1.545 -4.419 4.397  0.123
H 3.124 -2.594 1.544  0.154
H 2.680 -4.639 0.793  0.151
H 1.047 -5.755 2.745  0.122
H 0.886 -5.888 1.009  0.133
H -0.521 -3.905 2.853  0.107
H -1.191 -5.110 1.786  0.125
H 0.263 -3.442 0.016  0.107
H -0.432 -2.301 1.159  0.097
H -1.881 -4.286 -0.454  0.161
H -3.682 -3.236 -0.470  0.144
H -5.318 -2.157 0.077  0.126
H -7.375 -0.999 0.432  0.083
H -7.232 0.755 0.331  0.090
H -7.350 -0.029 1.902  0.091
H -5.153 1.689 1.831  0.135
H -3.399 2.723 2.419  0.133
H -2.050 4.293 2.619  0.117
H -0.446 4.201 1.909  0.119
H -1.159 2.993 4.622  0.124
H -0.581 4.634 4.403  0.125
H 1.277 3.323 5.100  0.119
H 1.537 3.791 3.424  0.122
H 1.355 1.283 5.646  0.139
H 0.880 -0.781 6.485  0.136
C -2.954 1.362 -3.652  -0.183
C -2.226 2.694 -3.414  -0.169
C -0.986 2.521 -2.525  -0.210
C -0.307 1.173 -2.794  -0.443
C -1.257 0.024 -2.377  -0.201
C -2.736 0.428 -2.469  -0.191
P 1.295 1.089 -1.884  1.048
C 2.388 2.440 -2.528  -0.436
C 2.364 3.673 -1.613  -0.234
C 3.545 4.606 -1.922  -0.182
C 3.887 4.620 -3.422  -0.190
C 2.652 4.298 -4.253  -0.189
C 2.208 2.850 -4.008  -0.191
C 2.168 -0.451 -2.423  -0.426
C 2.218 -0.744 -3.944  -0.172
C 1.456 -2.016 -4.310  -0.189
C 2.016 -3.243 -3.584  -0.175
C 2.406 -2.926 -2.126  -0.188
C 1.692 -1.675 -1.620  -0.242
H -2.573 0.880 -4.557  0.118
H -4.016 1.537 -3.824  0.114
H -2.902 3.413 -2.946  0.115
H -1.928 3.130 -4.370  0.115
H -1.270 2.564 -1.465  0.108
H -0.300 3.352 -2.691  0.091
H -0.112 1.097 -3.869  0.112
H -1.037 -0.307 -1.356  0.069
H -1.080 -0.835 -3.028  0.098
H -3.048 0.934 -1.548  0.107
H -3.357 -0.466 -2.551  0.111
H 3.387 2.000 -2.416  0.115
H 2.410 3.366 -0.561  0.082
H 1.419 4.208 -1.737  0.101
H 4.418 4.292 -1.347  0.111
H 3.298 5.614 -1.585  0.113
H 4.661 3.877 -3.639  0.116
H 4.306 5.586 -3.701  0.114
H 2.844 4.443 -5.317  0.117
H 1.846 4.991 -3.991  0.117
H 2.805 2.182 -4.633  0.111
H 1.172 2.732 -4.332  0.092
H 3.191 -0.251 -2.081  0.109
H 3.261 -0.860 -4.250  0.126
H 1.830 0.097 -4.520  0.090
H 1.497 -2.174 -5.388  0.120
H 0.399 -1.890 -4.065  0.092
H 2.889 -3.620 -4.119  0.115
H 1.274 -4.044 -3.610  0.109
H 3.485 -2.758 -2.052  0.119
H 2.187 -3.787 -1.485  0.084
H 1.896 -1.510 -0.556  0.086
H 0.610 -1.802 -1.720  0.088


Entry 3:
This record from the OMol25 dataset describes 2 unconnected molecules or ions with the total composition C3H3NO in a non-equilibrium geometry. The level of theory is ωB97M-V/def2-TZVPD.

Properties
**HOMO-LUMO gap**: 9.720 eV
**Energy**: -6691.415 eV
**Relative energy (zero: lowest compared OMol25 entry of this formula, charge and spin)**: 489.8 kJ/mol
**E_LUMO**: 0.022 Eh

Last column: Löwdin charge in e.
Element x y z (Å)
C 0.358 -0.577 -0.634  -0.082
C -1.624 0.019 0.249  -0.056
C 1.591 -0.002 0.070  -0.216
N -2.522 -0.686 0.036  0.081
O 0.960 -1.238 0.283  -0.057
H 2.625 -0.024 -0.394  0.095
H 1.593 0.909 0.829  0.128
H -3.203 -1.273 -0.463  0.107


Entry 4:
This record from the OMol25 dataset describes C5H9NO in the gas phase in a non-equilibrium geometry. The level of theory is ωB97M-V/def2-TZVPD.

Properties
**HOMO-LUMO gap**: 11.262 eV
**Energy**: -8867.579 eV
**Relative energy (zero: lowest compared OMol25 entry of this formula, charge and spin)**: 157.6 kJ/mol
**E_LUMO**: 0.031 Eh
**SMILES**: COC[C@@H](C)C#N

Last column: Löwdin charge in e.
Element x y z (Å)
C 2.464 0.423 0.006  -0.102
O 1.121 0.552 0.400  -0.199
C 0.333 -0.615 0.370  -0.213
C -1.094 -0.071 0.437  -0.340
C -1.531 0.739 -0.786  -0.054
C -2.062 -1.168 0.602  -0.195
N -2.807 -2.052 0.522  0.153
H 2.853 1.431 -0.174  0.091
H 2.557 -0.152 -0.925  0.089
H 3.070 -0.051 0.788  0.089
H 0.487 -1.269 1.247  0.135
H 0.526 -1.215 -0.531  0.135
H -0.996 0.625 1.284  0.151
H -2.550 1.111 -0.640  0.087
H -0.849 1.581 -0.903  0.080
H -1.523 0.132 -1.697  0.091


Entry 5:
This record from the OMol25 dataset describes a molecular structure, C47H42I2N3O7PPbS2. The level of theory is ωB97M-V/def2-TZVPD.

Properties
**HOMO-LUMO gap**: 5.718 eV
**Energy**: -120636.740 eV
**Relative energy (zero: lowest compared OMol25 entry of this formula, charge and spin)**: 0.0 kJ/mol
**E_LUMO**: 0.123 Eh
**Total charge**: -2

Last column: Löwdin charge in e.
Element x y z (Å)
Pb -0.194 -0.243 -0.552  1.269
C -6.575 -3.269 4.736  -0.131
O -6.064 -2.420 3.743  -0.103
C -4.859 -2.774 3.165  -0.299
C -4.084 -3.841 3.638  -0.074
C -2.887 -4.091 2.977  -0.067
C -2.460 -3.365 1.878  -0.112
C -1.251 -3.816 1.152  -0.399
C -0.005 -4.135 1.946  -0.002
O -1.224 -3.932 -0.063  0.037
C -3.214 -2.213 1.424  -0.411
O -2.810 -1.440 0.512  -0.151
C -4.452 -1.995 2.106  0.045
H -7.568 -2.894 4.981  0.080
H -5.957 -3.254 5.642  0.086
H -6.655 -4.303 4.385  0.086
H -4.378 -4.446 4.482  0.077
H -2.273 -4.918 3.323  0.103
H -0.186 -4.242 3.012  0.068
H 0.676 -3.289 1.821  0.082
H 0.476 -5.025 1.537  0.079
H -5.059 -1.151 1.800  0.115
C 1.922 -1.350 -6.876  -0.112
C 2.297 -2.384 -6.027  -0.103
C 2.517 -2.131 -4.684  -0.128
C 2.394 -0.841 -4.164  -0.421
C 2.004 0.184 -5.021  -0.087
C 1.767 -0.070 -6.366  -0.094
P 2.677 -0.639 -2.361  1.064
C 4.513 -0.750 -2.296  -0.357
C 5.082 -0.908 -1.030  -0.079
C 6.459 -0.984 -0.884  -0.086
C 7.289 -0.917 -1.996  -0.117
C 6.732 -0.770 -3.258  -0.110
C 5.352 -0.685 -3.406  -0.103
C 2.376 1.145 -2.121  -0.455
C 3.295 2.131 -2.484  -0.110
C 2.968 3.469 -2.330  -0.118
C 1.713 3.809 -1.833  -0.109
C 0.810 2.817 -1.475  -0.123
C 1.121 1.457 -1.590  -0.315
H 1.730 -1.547 -7.924  0.088
H 2.396 -3.393 -6.408  0.093
H 2.773 -2.947 -4.017  0.106
H 1.865 1.184 -4.630  0.102
H 1.449 0.738 -7.014  0.095
H 4.446 -0.972 -0.155  0.078
H 6.876 -1.106 0.109  0.101
H 8.365 -0.985 -1.880  0.087
H 7.369 -0.717 -4.134  0.090
H 4.928 -0.566 -4.396  0.097
H 4.267 1.853 -2.879  0.095
H 3.681 4.240 -2.601  0.085
H 1.444 4.854 -1.713  0.089
H -0.157 3.118 -1.087  0.076
I -4.302 2.887 -2.881  0.878
C -3.563 3.042 -0.939  -0.640
C -4.094 4.014 -0.084  -0.261
C -3.625 4.173 1.191  -0.689
I -4.500 5.641 2.398  0.819
C -2.566 3.354 1.670  -0.213
C -1.987 3.437 2.956  -0.054
C -0.972 2.593 3.308  -0.030
C -0.506 1.656 2.370  -0.093
N -1.013 1.578 1.164  0.058
C -2.033 2.379 0.798  -0.146
C -2.535 2.164 -0.560  -0.465
O -2.038 1.269 -1.299  -0.240
H -4.890 4.648 -0.450  0.064
H -2.361 4.172 3.657  0.051
H -0.518 2.635 4.289  0.103
H 0.278 0.952 2.620  0.077
S -0.857 -1.393 -3.250  0.557
C -2.421 -1.805 -2.700  -0.843
N -2.719 -3.073 -2.390  0.023
C -3.958 -3.476 -1.740  -0.171
C -5.067 -2.487 -2.061  -0.159
C -4.575 -1.073 -1.816  -0.182
N -3.367 -0.865 -2.606  0.022
H -1.903 -3.620 -2.150  0.097
H -3.794 -3.537 -0.665  0.100
H -4.222 -4.472 -2.103  0.113
H -5.935 -2.702 -1.436  0.111
H -5.368 -2.590 -3.108  0.110
H -4.336 -0.928 -0.758  0.096
H -5.312 -0.333 -2.129  0.095
H -2.994 0.077 -2.628  0.046
C 3.351 5.282 4.655  -0.068
C 3.203 3.904 4.066  -0.293
C 2.991 2.794 4.879  -0.061
C 2.839 1.527 4.332  -0.062
C 2.904 1.352 2.959  -0.269
C 3.112 2.450 2.134  -0.039
C 3.262 3.712 2.688  -0.042
S 2.647 -0.267 2.237  0.402
O 3.899 -0.985 2.400  -0.342
O 1.527 -0.821 2.985  -0.354
O 2.330 0.052 0.844  -0.453
H 3.236 5.260 5.739  0.064
H 2.601 5.965 4.251  0.075
H 4.333 5.706 4.431  0.072
H 2.930 2.927 5.954  0.100
H 2.644 0.670 4.964  0.114
H 3.119 2.305 1.061  0.110
H 3.405 4.566 2.035  0.110


Entry 6:
This record from the OMol25 dataset describes 2 unconnected molecules or ions with the total composition C4H10O in a non-equilibrium geometry. The level of theory is ωB97M-V/def2-TZVPD.

Properties
**HOMO-LUMO gap**: 10.647 eV
**Energy**: -6355.350 eV
**Relative energy (zero: lowest compared OMol25 entry of this formula, charge and spin)**: 236.6 kJ/mol
**E_LUMO**: 0.034 Eh
**SMILES**: C=CC.CO

Last column: Löwdin charge in e.
Element x y z (Å)
C -1.816 1.406 -0.282  -0.020
C -0.974 0.373 -0.202  -0.257
C -1.409 -1.025 0.105  -0.121
H -1.518 2.365 -0.698  0.049
H -2.877 1.306 -0.063  0.054
H 0.172 0.542 -0.560  0.077
H -1.028 -1.713 -0.656  0.075
H -1.008 -1.337 1.074  0.067
H -2.499 -1.136 0.132  0.074
C 2.279 0.129 -0.046  -0.180
O 2.396 -0.727 1.081  -0.123
H 3.180 0.746 -0.076  0.079
H 2.257 -0.449 -0.976  0.080
H 1.256 0.784 0.058  0.079
H 1.589 -1.263 1.108  0.067


Entry 7:
This record from the OMol25 dataset describes 2 unconnected molecules or ions with the total composition C2H10N. The level of theory is ωB97M-V/def2-TZVPD.

Properties
**HOMO-LUMO gap**: 13.682 eV
**Energy**: -3719.415 eV
**Relative energy (zero: lowest compared OMol25 entry of this formula, charge and spin)**: 0.0 kJ/mol
**E_LUMO**: -0.143 Eh
**Total charge**: +1

Last column: Löwdin charge in e.
Element x y z (Å)
C 0.931 -1.578 0.044  0.006
N -0.097 -0.874 -0.799  0.143
H 0.412 -2.235 0.730  0.106
H 1.578 -2.153 -0.609  0.106
H 1.506 -0.823 0.564  0.102
H -0.770 -0.378 -0.198  0.122
H -0.590 -1.513 -1.429  0.176
H 0.340 -0.155 -1.380  0.166
C -0.638 1.935 0.615  -0.046
H -0.854 1.181 1.374  0.028
H -1.183 1.677 -0.302  0.020
H 0.431 2.046 0.433  0.033
H -1.065 2.870 0.956  0.038